# 1
C34H89F6N7O10P | wB97M-V/def2-TZVPD

Structure (ORCA input):
```
! RIJCOSX wB97M-V def2-TZVPD def2/J DEFGRID3
* xyz -1 1
P 22.852 18.438 -23.329
F 22.345 19.981 -22.854
F 24.000 18.423 -22.161
F 21.802 17.870 -22.193
F 23.294 16.824 -23.718
F 21.612 18.432 -24.485
F 23.887 19.118 -24.343
C 27.601 19.605 -18.752
O 28.275 19.541 -17.500
C 28.138 18.353 -16.721
C 26.687 18.201 -15.956
N 26.655 18.921 -14.672
C 25.202 19.106 -14.311
C 25.066 19.717 -12.911
O 25.732 20.992 -12.900
C 26.631 21.042 -11.808
H 27.798 18.708 -19.338
H 27.957 20.470 -19.313
H 26.560 19.866 -18.557
H 28.926 18.478 -15.978
H 28.431 17.416 -17.196
H 26.695 17.122 -15.803
H 25.816 18.320 -16.600
H 27.092 19.826 -14.770
H 24.537 18.280 -14.565
H 24.755 19.851 -14.969
H 25.538 19.055 -12.185
H 24.010 19.800 -12.652
H 27.478 20.366 -11.924
H 26.110 20.974 -10.853
H 27.116 22.018 -11.818
C 29.386 16.984 -31.945
O 30.238 16.663 -30.913
C 30.951 17.777 -30.308
C 30.071 18.805 -29.600
N 29.538 19.891 -30.393
C 28.678 20.873 -29.706
C 27.145 20.358 -29.446
O 26.254 21.343 -29.168
C 24.989 20.985 -28.751
H 29.853 17.224 -32.900
H 28.554 17.663 -31.760
H 28.711 16.145 -32.113
H 31.426 18.277 -31.151
H 31.777 17.489 -29.658
H 30.742 19.273 -28.880
H 29.368 18.318 -28.925
H 29.026 19.288 -31.021
H 28.805 21.832 -30.209
H 29.101 21.035 -28.715
H 27.288 19.675 -28.609
H 26.868 19.781 -30.328
H 24.440 20.298 -29.395
H 24.296 21.802 -28.551
H 25.088 20.439 -27.813
C 18.346 21.595 -25.551
O 17.736 22.052 -26.708
C 17.345 20.885 -27.564
C 18.626 20.307 -28.350
N 18.297 19.344 -29.453
C 17.805 19.948 -30.700
C 18.152 19.131 -32.020
O 19.587 19.062 -32.201
C 20.054 20.039 -33.113
H 17.723 20.934 -24.948
H 18.542 22.420 -24.867
H 19.304 21.121 -25.762
H 16.578 21.283 -28.228
H 16.832 20.130 -26.968
H 19.167 19.550 -27.783
H 19.345 21.101 -28.550
H 19.183 18.898 -29.642
H 18.132 20.986 -30.749
H 16.717 19.902 -30.648
H 17.612 19.577 -32.855
H 17.755 18.148 -31.767
H 21.139 20.018 -33.212
H 19.843 21.041 -32.737
H 19.773 19.866 -34.151
C 26.028 27.394 -26.877
C 25.389 26.481 -25.773
C 23.840 26.464 -26.005
O 23.131 25.467 -25.209
C 23.149 25.580 -23.783
N 26.090 25.243 -26.042
H 25.529 27.192 -27.825
H 27.115 27.462 -26.838
H 25.659 28.404 -26.696
H 25.639 26.938 -24.816
H 23.508 26.117 -26.984
H 23.244 27.372 -25.912
H 24.118 25.461 -23.298
H 22.560 24.806 -23.291
H 22.750 26.552 -23.492
H 25.531 24.661 -26.648
H 25.881 24.811 -25.153
C 25.625 13.333 -18.585
C 26.866 13.732 -19.363
C 28.185 13.285 -18.905
O 28.305 13.583 -17.521
C 29.606 13.614 -16.973
N 26.635 13.858 -20.835
H 25.270 12.308 -18.698
H 24.840 13.956 -19.014
H 25.738 13.533 -17.519
H 26.770 14.786 -19.105
H 28.871 13.818 -19.563
H 28.269 12.203 -19.002
H 29.425 13.885 -15.933
H 30.369 14.294 -17.354
H 29.924 12.578 -16.859
H 25.654 13.866 -21.074
H 26.943 14.763 -21.162
C 22.288 21.590 -18.192
C 20.919 22.391 -18.317
C 21.150 23.994 -18.623
O 19.881 24.635 -18.873
C 19.899 25.986 -19.174
N 20.145 21.781 -19.384
H 22.190 20.529 -17.962
H 22.815 22.154 -17.423
H 22.750 21.737 -19.168
H 20.297 22.322 -17.424
H 21.806 23.956 -19.493
H 21.762 24.435 -17.836
H 19.399 26.007 -20.142
H 20.897 26.423 -19.181
H 19.353 26.706 -18.564
H 19.546 22.437 -19.865
H 20.727 21.539 -20.172
C 23.401 15.819 -28.824
C 24.141 14.556 -28.499
C 25.710 14.628 -28.313
O 26.181 13.351 -28.462
C 27.628 13.327 -28.471
N 23.567 14.264 -27.299
H 23.375 16.488 -27.963
H 22.426 15.449 -29.140
H 23.882 16.259 -29.698
H 23.806 14.022 -29.388
H 26.042 14.928 -27.319
H 26.150 15.308 -29.042
H 27.927 12.418 -27.950
H 28.122 14.201 -28.046
H 28.001 13.090 -29.467
H 24.145 13.544 -26.888
H 23.732 15.041 -26.676
*
```

Its HOMO-LUMO gap is 9.15 eV. As for the total energy: -3424.89150 Ha. Its max |F| is 0.09091 hartree/bohr. The LUMO energy comes out at 2.094 eV. The energy relative to the best compared isomer or geometry (same formula, charge and spin) is 517.58 kJ/mol. For the HOMO energy, the calculation gives -0.25914 hartree.

# 2
C36H38B2BrF5O5P | wB97M-V/def2-TZVPD

Structure (ORCA input):
```
! RIJCOSX wB97M-V def2-TZVPD def2/J DEFGRID3
* xyz -1 1
C -1.247 -0.583 2.908
C -1.255 0.884 3.570
B -2.493 1.783 2.993
O -2.200 3.049 2.289
B -4.111 1.354 3.124
C -4.779 1.552 1.634
C -5.971 0.556 1.287
O -6.499 0.667 0.146
O -6.529 -0.424 2.173
C -5.719 -1.609 2.206
C -5.458 -2.191 3.690
O -5.214 -2.135 1.194
P -4.866 2.450 4.506
O -4.733 1.557 6.000
Br -7.097 2.818 4.079
H -1.138 -0.507 1.761
H -2.260 -1.074 3.087
H -0.365 -1.179 3.333
H -1.223 0.852 4.717
H -0.266 1.384 3.241
H -2.030 2.854 1.345
H -4.168 0.205 3.481
H -3.937 1.493 0.849
H -5.223 2.617 1.587
H -5.869 -3.242 3.826
H -4.339 -2.100 3.928
H -5.991 -1.509 4.451
H -5.340 0.780 5.942
F 1.425 2.115 1.813
C 1.860 3.313 2.235
C 2.938 3.905 1.596
C 3.388 5.149 2.027
C 2.762 5.780 3.100
C 1.683 5.172 3.737
C 1.225 3.934 3.299
H 3.417 3.393 0.768
H 4.226 5.625 1.529
H 3.116 6.748 3.439
H 1.199 5.663 4.574
H 0.381 3.450 3.776
F -1.190 -3.244 -0.489
C -2.122 -3.654 -1.365
C -3.442 -3.759 -0.955
C -4.407 -4.179 -1.863
C -4.040 -4.499 -3.169
C -2.710 -4.394 -3.568
C -1.746 -3.963 -2.662
H -3.708 -3.514 0.067
H -5.444 -4.257 -1.555
H -4.794 -4.830 -3.875
H -2.426 -4.647 -4.584
H -0.708 -3.867 -2.958
F 6.105 7.552 2.951
C 7.044 7.128 2.093
C 7.195 7.773 0.875
C 8.171 7.336 -0.013
C 8.979 6.252 0.322
C 8.815 5.608 1.545
C 7.846 6.052 2.438
H 6.551 8.609 0.629
H 8.303 7.838 -0.965
H 9.738 5.908 -0.374
H 9.442 4.762 1.802
H 7.710 5.569 3.399
F -3.992 -6.232 -5.746
C -3.369 -7.127 -6.527
C -2.343 -7.893 -5.997
C -1.700 -8.825 -6.804
C -2.083 -8.972 -8.135
C -3.111 -8.193 -8.658
C -3.762 -7.269 -7.848
H -2.054 -7.759 -4.961
H -0.901 -9.436 -6.398
H -1.578 -9.697 -8.766
H -3.406 -8.306 -9.696
H -4.571 -6.660 -8.235
F 3.664 2.474 -0.848
C 4.181 1.252 -1.057
C 3.471 0.135 -0.645
C 4.002 -1.131 -0.866
C 5.243 -1.265 -1.485
C 5.949 -0.136 -1.889
C 5.413 1.130 -1.679
H 2.511 0.260 -0.157
H 3.452 -2.012 -0.555
H 5.659 -2.253 -1.653
H 6.917 -0.241 -2.368
H 5.944 2.021 -1.995
*
```

Its HOMO-LUMO gap is 6.13 eV. As for the total energy: -5235.27046 Ha. Its max |F| is 0.10997 hartree/bohr. The LUMO energy comes out at 1.907 eV. The energy relative to the best compared isomer or geometry (same formula, charge and spin) is 0.00 kJ/mol. For the HOMO energy, the calculation gives -0.15521 hartree.

# 3
C6H9CaO4 | wB97M-V/def2-TZVPD

Structure (ORCA input):
```
! RIJCOSX wB97M-V def2-TZVPD def2/J DEFGRID3
* xyz 0 2
O -1.938 1.054 3.045
C -1.058 1.095 2.141
O -0.926 2.116 1.413
O -0.239 0.061 2.044
C 0.571 -0.178 0.879
Ca -2.622 3.146 2.630
H 0.370 0.761 0.337
H 0.976 -1.116 1.300
C 2.441 -0.198 -0.174
C 1.635 -0.667 -1.245
H 2.987 -0.967 0.386
H 2.704 0.866 -0.197
H 1.711 -0.057 -2.153
C 0.317 -1.091 -0.888
C -0.838 -0.681 -1.770
O -2.054 -0.801 -1.052
H 0.237 -2.087 -0.438
H -0.842 -1.323 -2.668
H -0.695 0.366 -2.090
H -2.737 -0.296 -1.500
*
```

Its expectation value of S² is 0.750. Its HOMO-LUMO gap (spin up / spin down) is 5.43 / 8.22 eV. As for the total energy: -1212.39522 Ha. Its max |F| is 0.04255 hartree/bohr. The LUMO energy (spin up / spin down) comes out at 0.145 / 0.084 eV. For the HOMO energy (spin up / spin down), the calculation gives -0.19418 / -0.29885 hartree.

# 4
C13H38ClN4O11 | wB97M-V/def2-TZVPD

Structure (ORCA input):
```
! RIJCOSX wB97M-V def2-TZVPD def2/J DEFGRID3
* xyz -1 1
Cl 2.297 3.802 0.956
O 3.740 4.004 0.946
O 1.934 2.583 0.297
O 1.763 3.755 2.294
O 1.595 4.783 0.142
C 1.994 -2.261 -4.152
O 3.143 -3.044 -4.442
C 4.153 -2.955 -3.430
C 3.759 -3.404 -2.010
N 3.254 -4.750 -2.028
C 3.020 -5.430 -0.674
C 2.175 -4.659 0.268
O 0.834 -4.558 -0.175
C 0.012 -4.055 0.886
H 2.249 -1.275 -3.763
H 1.259 -2.640 -3.442
H 1.544 -2.099 -5.131
H 4.547 -1.939 -3.407
H 4.951 -3.616 -3.767
H 3.048 -2.692 -1.591
H 4.670 -3.368 -1.413
H 2.324 -4.537 -2.358
H 4.023 -5.633 -0.299
H 2.569 -6.414 -0.802
H 2.509 -3.647 0.494
H 2.168 -5.111 1.260
H -0.001 -4.780 1.700
H -1.029 -4.037 0.565
H 0.385 -3.195 1.442
C -4.966 -2.010 -3.114
O -4.720 -0.657 -3.229
C -4.705 0.082 -2.049
C -5.942 0.905 -1.710
N -5.798 2.003 -0.688
C -5.069 3.187 -1.267
C -5.384 4.386 -0.399
O -6.595 4.907 -0.903
C -7.126 6.204 -0.384
H -5.139 -2.427 -4.106
H -5.847 -2.130 -2.484
H -4.071 -2.421 -2.645
H -3.928 0.845 -2.002
H -4.456 -0.575 -1.216
H -6.600 0.096 -1.393
H -6.391 1.199 -2.659
H -6.743 2.293 -0.480
H -5.352 3.391 -2.299
H -4.017 2.917 -1.172
H -4.515 4.988 -0.663
H -5.403 4.146 0.664
H -7.309 6.926 -1.180
H -6.413 6.705 0.271
H -8.073 6.038 0.129
C 6.656 0.176 5.225
O 7.378 0.475 4.308
N 5.441 0.422 5.258
N 7.150 -0.519 6.186
H 4.836 -0.213 5.758
H 5.131 0.916 4.433
H 8.132 -0.753 6.216
H 6.476 -0.654 6.926
O -3.008 0.972 2.943
H -3.622 1.239 2.259
H -2.167 1.334 2.665
O 7.999 5.743 5.080
H 7.835 4.819 4.890
H 7.438 6.218 4.468
*
```

Its HOMO-LUMO gap is 7.77 eV. As for the total energy: -2024.62320 Ha. Its max |F| is 0.15622 hartree/bohr. The LUMO energy comes out at 2.200 eV. For the HOMO energy, the calculation gives -0.20452 hartree.

# 5
C17H40B3NO5 | wB97M-V/def2-TZVPD

Structure (ORCA input):
```
! RIJCOSX wB97M-V def2-TZVPD def2/J DEFGRID3
* xyz 0 1
C 2.788 -4.936 -0.139
C 3.449 -3.615 -0.578
C 2.504 -2.843 -1.497
C 2.787 -1.339 -1.520
C 1.637 -0.594 -2.214
C 0.707 0.100 -1.210
C -0.726 0.179 -1.702
C -1.550 -1.123 -1.571
C -1.316 -1.926 -0.298
B -1.904 -3.376 -0.401
O -1.903 -4.252 0.686
B -1.392 -5.480 0.369
O -1.426 -5.964 -0.927
B -1.522 -4.973 -1.884
C -0.677 -4.945 -3.203
C -0.700 -6.219 -4.009
N -0.977 -6.277 -5.235
O -2.384 -3.925 -1.583
H 2.135 -5.286 -0.929
H 2.224 -4.813 0.779
H 3.536 -5.698 0.049
H 3.620 -2.997 0.295
H 4.387 -3.863 -1.060
H 1.498 -2.952 -1.096
H 2.557 -3.218 -2.513
H 3.759 -1.135 -1.955
H 2.824 -1.031 -0.481
H 2.070 0.177 -2.844
H 1.076 -1.245 -2.879
H 0.805 -0.327 -0.219
H 1.059 1.122 -1.132
H -0.665 0.393 -2.767
H -1.246 1.029 -1.279
H -2.595 -0.834 -1.568
H -1.389 -1.716 -2.461
H -0.261 -2.064 -0.069
H -1.749 -1.445 0.573
H -0.889 -6.172 1.191
H -0.971 -4.079 -3.785
H 0.361 -4.774 -2.913
H -0.440 -7.116 -3.458
H -1.182 -5.335 -5.571
C -0.787 5.679 -1.199
C -1.059 4.344 -0.523
C -1.588 4.535 0.890
O 0.133 3.557 -0.498
H -0.030 6.240 -0.644
H -0.406 5.526 -2.209
H -1.692 6.286 -1.255
H -1.782 3.778 -1.112
H -0.856 5.061 1.509
H -1.776 3.569 1.361
H -2.515 5.110 0.893
H 0.791 4.038 0.018
C -1.529 4.783 5.732
C -0.374 5.422 4.976
C 0.594 6.118 5.921
O -0.873 6.350 4.012
H -2.100 5.545 6.271
H -2.213 4.291 5.041
H -1.171 4.047 6.453
H 0.157 4.657 4.408
H 0.086 6.919 6.465
H 1.414 6.571 5.363
H 1.011 5.419 6.647
H -1.350 7.042 4.486
*
```

Its HOMO-LUMO gap is 10.53 eV. As for the total energy: -1177.48858 Ha. Its max |F| is 0.02491 hartree/bohr. The LUMO energy comes out at 0.625 eV. For the HOMO energy, the calculation gives -0.36398 hartree.

# 6
C40H59FeN2O4P2S2 | wB97M-V/def2-TZVPD

Structure (ORCA input):
```
! RIJCOSX wB97M-V def2-TZVPD def2/J DEFGRID3
* xyz 1 5
Fe 0.643 -0.744 -0.688
S 0.637 -0.677 1.677
C 0.807 0.961 2.102
N 0.621 1.315 3.381
C 0.520 2.737 3.691
C 1.601 3.457 2.925
N 1.426 3.212 1.498
C 1.509 4.365 0.611
C 0.392 5.351 0.882
C 0.661 6.705 1.029
C -0.371 7.600 1.277
C -1.677 7.147 1.387
C -1.952 5.795 1.233
C -0.923 4.904 0.983
C 1.090 1.982 1.097
S 1.005 1.620 -0.561
C 0.198 0.300 4.352
C 0.183 0.801 5.770
C 1.364 0.832 6.506
C 1.361 1.283 7.816
C 0.174 1.697 8.403
C -1.007 1.666 7.677
C -1.002 1.217 6.364
H 0.642 2.882 4.761
H -0.461 3.127 3.397
H 2.583 3.091 3.242
H 1.545 4.527 3.109
H 1.461 4.012 -0.415
H 2.478 4.848 0.757
H 1.678 7.067 0.940
H -0.151 8.653 1.389
H -2.479 7.846 1.585
H -2.972 5.438 1.305
H -1.134 3.848 0.850
H 0.888 -0.539 4.262
H -0.793 -0.069 4.065
H 2.287 0.493 6.047
H 2.284 1.302 8.381
H 0.168 2.032 9.432
H -1.934 1.987 8.133
H -1.928 1.182 5.800
C 4.696 -1.646 -4.526
C 3.565 -0.747 -4.041
C 2.683 -0.325 -5.209
C 4.105 0.478 -3.307
O 2.673 -1.502 -3.161
P 3.055 -1.940 -1.661
O 4.455 -2.284 -1.428
O 2.469 -0.853 -0.734
O 1.913 -3.079 -1.458
C 2.018 -4.497 -1.858
C 3.459 -4.986 -1.972
C 1.293 -5.259 -0.758
C 1.331 -4.687 -3.210
H 5.335 -1.095 -5.216
H 4.287 -2.512 -5.050
H 5.294 -1.988 -3.684
H 3.290 0.179 -5.960
H 1.900 0.356 -4.872
H 2.221 -1.201 -5.665
H 4.701 1.087 -3.986
H 4.727 0.167 -2.467
H 3.278 1.078 -2.922
H 4.017 -4.797 -1.059
H 3.972 -4.486 -2.793
H 3.447 -6.058 -2.169
H 1.842 -5.170 0.180
H 1.215 -6.313 -1.023
H 0.288 -4.856 -0.613
H 1.611 -3.875 -3.882
H 0.249 -4.719 -3.114
H 1.652 -5.629 -3.655
C -2.501 1.849 -1.482
C -2.893 0.626 -0.647
C -4.382 0.353 -0.856
C -2.687 0.920 0.845
P -1.735 -0.840 -1.025
C -2.535 -2.258 -0.173
C -3.856 -2.639 -0.424
C -4.430 -3.693 0.267
C -3.696 -4.400 1.209
C -2.367 -4.075 1.420
C -1.790 -3.021 0.725
C -1.857 -1.279 -2.870
C -3.122 -0.868 -3.620
C -0.651 -0.585 -3.520
C -1.681 -2.793 -2.967
H -3.017 2.729 -1.086
H -2.799 1.743 -2.525
H -1.436 2.050 -1.444
H -4.919 1.284 -0.656
H -4.757 -0.393 -0.160
H -4.619 0.055 -1.875
H -3.361 1.725 1.150
H -1.664 1.228 1.040
H -2.908 0.044 1.458
H -4.441 -2.128 -1.175
H -5.457 -3.968 0.063
H -4.154 -5.212 1.758
H -1.770 -4.642 2.123
H -0.744 -2.812 0.874
H -3.262 0.212 -3.643
H -4.017 -1.337 -3.211
H -3.026 -1.205 -4.655
H -0.668 0.494 -3.343
H -0.657 -0.748 -4.600
H 0.294 -0.993 -3.149
H -2.566 -3.325 -2.623
H -0.831 -3.118 -2.365
H -1.500 -3.073 -4.007
*
```

Its expectation value of S² is 6.016. Its HOMO-LUMO gap (spin up / spin down) is 6.98 / 7.37 eV. As for the total energy: -4712.87072 Ha. Its max |F| is 0.04927 hartree/bohr. The LUMO energy (spin up / spin down) comes out at -4.100 / -4.165 eV. For the HOMO energy (spin up / spin down), the calculation gives -0.40724 / -0.42407 hartree.